Record 1
Here is 3 unconnected molecules or ions with the total composition C3H10O3 from the Open Molecules 2025 dataset. Energies are from wB97M-V/def2-TZVPD.

Last column: Löwdin charge in e.
Cartesian coordinates (Å):
C -1.394 -1.529 0.492  -0.002
C -2.080 -1.062 -0.587  -0.181
C -1.837 0.279 -0.998  -0.352
O -2.174 0.722 -2.292  -0.086
H -1.342 -2.626 0.955  0.106
H -0.791 -0.804 0.926  0.019
H -2.952 -1.674 -0.916  0.119
H -2.354 1.061 -0.431  0.128
H -0.783 0.590 -0.783  0.130
H -2.144 -0.065 -2.925  0.119
O 3.710 -1.652 -1.401  -0.117
H 3.116 -2.252 -1.803  -0.018
H 3.569 -1.922 -0.351  0.134
O 2.320 3.899 3.449  -0.087
H 3.133 3.760 3.926  0.020
H 2.002 3.275 2.739  0.066

Output
Total charge   0
Relative energy (zero: lowest compared OMol25 entry of this formula, charge and spin)   60.6 kcal per mole
HOMO energy   -9.487 eV
SMILES   C=CCO.O.O
Lowest unoccupied orbital energy   0.4 eV
DFT total energy   -345.91783 hartree

***

Record 2
Here is 3 unconnected molecules or ions with the total composition C3H10O3 from the Open Molecules 2025 dataset. Energies are from wB97M-V/def2-TZVPD.

Last column: Löwdin spin population.
Cartesian coordinates (Å):
C -1.349 -0.424 -0.695  0.527
C -0.562 -0.390 0.463  0.181
O 0.440 0.596 0.570  0.206
C -0.452 -1.512 1.495  0.024
H -2.089 -1.278 -0.809  0.016
H -1.052 0.112 -1.604  0.019
H 0.066 1.379 0.025  0.001
H 0.239 -1.149 2.434  0.000
H -1.502 -1.371 1.959  0.011
H -0.138 -2.408 0.984  0.004
H 1.041 -1.242 -1.185  0.003
H 1.745 -1.926 -2.266  0.000
O 1.954 -1.443 -1.441  0.009
H 1.144 4.151 0.245  0.000
H -0.153 3.469 0.051  0.000
O 0.669 3.435 -0.226  0.000

Output
Total charge   +1
⟨S²⟩   0.76
Relative energy (zero: lowest compared OMol25 entry of this formula, charge and spin)   43.6 kcal per mole
HOMO energy (alpha / beta)   -15.251 / -15.242 eV
Spin multiplicity   2
Lowest unoccupied orbital energy (alpha / beta)   -5.0 / -8.6 eV
DFT total energy   -345.61970 hartree

***

Record 3
Here is 3 unconnected molecules or ions with the total composition C3H10O3 from the Open Molecules 2025 dataset. Energies are from wB97M-V/def2-TZVPD.

Last column: Löwdin spin population.
Cartesian coordinates (Å):
C 0.826 1.622 -1.327  0.082
C -0.157 0.659 -0.838  0.378
C 0.121 -0.699 -0.918  0.259
O -0.798 -1.602 -0.763  0.203
H 0.313 2.426 -1.840  0.013
H 1.524 1.157 -2.025  0.003
H 1.295 2.139 -0.472  0.039
H -1.117 0.950 -0.420  0.012
H 1.122 -1.109 -1.036  0.005
H -0.530 -2.415 -1.228  0.002
H -2.325 -0.400 1.341  0.000
H -3.193 0.818 1.786  0.000
O -2.867 -0.049 2.056  0.000
H 2.271 0.169 1.886  0.000
H 3.149 -0.655 0.852  0.000
O 2.768 0.208 1.063  0.008

Output
Total charge   +1
⟨S²⟩   0.75
Relative energy (zero: lowest compared OMol25 entry of this formula, charge and spin)   13.0 kcal per mole
HOMO energy (alpha / beta)   -14.731 / -14.731 eV
Spin multiplicity   2
Lowest unoccupied orbital energy (alpha / beta)   -4.6 / -8.0 eV
DFT total energy   -345.66850 hartree

***

Record 4
Here is a single C3H10O3P2 molecule from the Open Molecules 2025 dataset. Energies are from wB97M-V/def2-TZVPD.

Last column: Löwdin charge in e.
Cartesian coordinates (Å):
C 2.098 1.487 0.771  -0.173
P 1.944 0.148 -0.520  0.626
O 2.399 -1.168 -0.031  -0.375
O 0.285 0.178 -0.791  -0.434
P -0.959 0.040 0.211  0.479
C -0.881 -1.691 0.716  -0.136
C -2.249 0.125 -1.048  -0.160
O -0.963 1.094 1.259  -0.321
H 3.155 1.756 0.754  0.038
H 1.438 2.407 0.525  0.087
H 1.747 1.164 1.696  0.016
H 2.470 0.399 -1.862  0.063
H -1.886 -2.118 0.553  0.062
H -0.290 -2.308 0.165  0.016
H -0.564 -1.809 1.696  0.035
H -1.822 0.546 -1.952  0.039
H -2.789 -0.905 -1.361  0.109
H -3.131 0.655 -0.780  0.028

Output
Total charge   0
Relative energy (zero: lowest compared OMol25 entry of this formula, charge and spin)   27.8 kcal per mole
HOMO energy   -10.520 eV
SMILES   C[P@@H](=O)OP(C)(C)=O
Lowest unoccupied orbital energy   0.8 eV
DFT total energy   -1028.82616 hartree

***

Number 2 is which compound? C3H10O3

***

What is the formula in the first record? C3H10O3

***

Number 1 is which compound? C3H10O3